Entry 1:
Entry from OMol25: a cluster of 2 separate species, C2H10NO in total (ωB97M-V with the def2-TZVPD basis set).

Calculated values
* molecular weight: 64.11 g mol⁻¹
* energy relative to the best compared isomer or geometry (same formula, charge and spin): 123.6 kJ/mol
* charge: +1
* spin multiplicity: 1

Cartesian coordinates (Å):
C 1.876 -0.221 0.653
N 1.158 -0.361 -0.656
H 1.386 -1.188 -1.213
H 0.139 -0.482 -0.596
H 1.349 0.409 -1.300
H 2.531 0.646 0.605
H 2.565 -1.056 0.742
H 1.120 -0.141 1.420
C -1.889 0.412 0.392
O -1.917 0.383 -1.033
H -2.808 0.561 -1.332
H -1.227 1.163 0.816
H -2.886 0.403 0.819
H -1.399 -0.527 0.683

=====

Entry 2:
Entry from OMol25: a cluster of 3 separate species, C4H15NO2 in total (ωB97M-V with the def2-TZVPD basis set).

Calculated values
* molecular weight: 109.17 g mol⁻¹
* energy relative to the best compared isomer or geometry (same formula, charge and spin): 155.0 kJ/mol
* SMILES string: CC[C@H](C)N.O.O
* spin multiplicity: 1

Cartesian coordinates (Å):
C -0.775 2.174 0.153
C 0.092 0.950 0.346
C -0.693 -0.425 0.425
C -0.472 -1.129 1.761
N -0.537 -1.314 -0.696
H -1.796 1.924 -0.161
H -0.932 2.860 0.995
H -0.390 2.873 -0.594
H 0.646 0.978 1.292
H 0.923 0.927 -0.361
H -1.718 -0.029 0.467
H -1.316 -1.726 2.121
H 0.240 -1.963 1.759
H -0.252 -0.424 2.560
H 0.374 -1.720 -0.875
H -0.765 -0.773 -1.526
O 2.883 -0.683 1.395
H 2.000 -0.581 1.009
H 3.281 -1.516 1.302
O -0.535 -0.152 -4.001
H -0.259 -0.872 -3.468
H 0.001 0.621 -3.903

=====

Entry 3:
Entry from OMol25: the molecule C5H7NO (ωB97M-V with the def2-TZVPD basis set).

Calculated values
* molecular weight: 97.12 g mol⁻¹
* energy relative to the best compared isomer or geometry (same formula, charge and spin): 318.8 kJ/mol
* spin multiplicity: 1

Cartesian coordinates (Å):
C 0.336 -2.292 0.632
C 0.401 -1.072 0.052
C 1.390 -0.419 -0.748
O 1.022 1.014 -0.752
C -0.150 1.180 -0.314
N -0.758 2.370 -0.425
C -0.752 -0.080 0.214
H -1.016 0.033 1.270
H 1.181 -2.972 0.652
H -0.596 -2.643 1.066
H 2.462 -0.488 -0.612
H -0.225 3.164 -0.745
H -1.631 2.537 0.048
H -1.666 -0.333 -0.337

=====

Entry 4:
Entry from OMol25: a structure of composition CH2Br2CrF5N2O6Te (ωB97M-V with the def2-TZVPD basis set).

Calculated values
* molecular weight: 572.43 g mol⁻¹
* energy relative to the best compared isomer or geometry (same formula, charge and spin): 80.9 kJ/mol
* expectation value of S²: 0.76
* spin multiplicity: 2

Cartesian coordinates (Å):
Cr -0.198 0.308 -0.385
Br 0.317 0.245 2.096
C 2.176 -0.366 2.012
Br 3.331 0.876 1.148
H 2.145 -1.301 1.467
H 2.469 -0.471 3.047
O -0.064 -1.102 -3.965
N -0.165 -0.945 -2.804
O -0.414 0.216 -2.329
F -1.316 -3.144 -2.558
Te -0.176 -2.571 -1.203
F 1.166 -3.282 -2.230
F 0.982 -3.017 0.203
F -1.058 -3.989 -0.392
F 1.260 -0.894 -0.819
O -1.148 -1.297 -0.257
O -0.973 3.831 -0.367
N -0.726 2.679 -0.361
O 0.448 2.185 -0.621
O -1.570 1.750 -0.083

=====

How do the records compare in F_max? In the order shown, they have 0.027, 0.052, 0.009, 0.022 Eh/bohr.